Entry 1:
{"formula": "C40H48IN9OS2V", "method": "wB97M-V/def2-TZVPD", "symbols": ["V", "S", "C", "N", "C", "C", "N", "C", "C", "C", "C", "C", "C", "C", "C", "S", "C", "C", "C", "C", "C", "C", "C", "H", "H", "H", "H", "H", "H", "H", "H", "H", "H", "H", "H", "H", "H", "H", "H", "H", "H", "C", "C", "N", "C", "C", "C", "C", "N", "H", "H", "H", "H", "H", "H", "H", "H", "H", "H", "H", "H", "H", "H", "I", "C", "C", "N", "N", "C", "H", "H", "H", "C", "C", "C", "C", "C", "N", "C", "O", "N", "C", "C", "C", "C", "N", "C", "C", "C", "H", "H", "H", "H", "H", "H", "H", "H", "H", "H", "H", "H", "H"], "coordinates": [[1.328, -1.281, -0.904], [0.924, -1.380, 1.442], [-0.629, -2.035, 1.524], [-1.309, -2.034, 2.680], [-2.590, -2.697, 2.792], [-3.311, -2.642, 1.454], [-2.443, -3.140, 0.407], [-3.006, -4.098, -0.523], [-3.498, -5.293, 0.257], [-2.575, -6.123, 0.883], [-3.008, -7.182, 1.661], [-4.365, -7.417, 1.821], [-5.287, -6.595, 1.195], [-4.856, -5.534, 0.417], [-1.179, -2.702, 0.375], [-0.201, -2.953, -1.002], [-0.753, -1.426, 3.863], [-1.003, 0.066, 3.940], [-2.008, 0.700, 3.226], [-2.188, 2.068, 3.345], [-1.374, 2.815, 4.177], [-0.368, 2.184, 4.891], [-0.181, 0.820, 4.769], [-3.182, -2.190, 3.557], [-2.446, -3.740, 3.104], [-3.589, -1.606, 1.218], [-4.214, -3.252, 1.491], [-2.230, -4.384, -1.233], [-3.829, -3.620, -1.063], [-1.518, -5.937, 0.761], [-2.287, -7.825, 2.142], [-4.701, -8.244, 2.427], [-6.343, -6.777, 1.315], [-5.579, -4.897, -0.071], [0.328, -1.596, 3.878], [-1.177, -1.920, 4.743], [-2.670, 0.139, 2.581], [-2.982, 2.550, 2.793], [-1.532, 3.880, 4.260], [0.280, 2.746, 5.547], [0.607, 0.328, 5.318], [2.063, -3.283, -5.501], [1.342, -1.941, -5.615], [2.122, -0.825, -5.087], [2.762, 0.025, -6.083], [4.127, -0.482, -6.538], [2.237, -0.656, -3.762], [3.144, 0.394, -3.186], [1.610, -1.398, -2.895], [1.505, -4.038, -6.046], [2.167, -3.611, -4.469], [3.055, -3.218, -5.938], [0.369, -1.985, -5.115], [1.147, -1.738, -6.667], [2.855, 1.041, -5.701], [2.097, 0.075, -6.948], [4.791, -0.645, -5.694], [4.579, 0.256, -7.194], [4.032, -1.408, -7.098], [3.270, 1.258, -3.831], [4.130, -0.047, -3.024], [2.752, 0.732, -2.222], [1.057, -2.143, -3.308], [7.036, -0.316, 0.061], [5.324, -1.440, -0.359], [5.250, -2.719, -0.881], [3.939, -3.002, -1.019], [3.173, -1.991, -0.602], [3.994, -1.031, -0.197], [6.032, -3.408, -1.135], [3.530, -3.873, -1.338], [3.638, -0.098, 0.216], [-0.883, 9.674, 2.485], [-0.451, 8.245, 2.431], [-0.151, 7.619, 1.228], [0.322, 6.318, 1.184], [0.498, 5.611, 2.368], [1.069, 4.320, 2.414], [0.958, 3.252, 1.602], [1.646, 2.260, 1.753], [-0.025, 3.352, 0.614], [-0.376, 2.356, -0.257], [-1.520, 2.466, -1.059], [-1.845, 1.420, -1.901], [-1.066, 0.272, -1.910], [0.026, 0.163, -1.156], [0.380, 1.188, -0.388], [0.182, 6.221, 3.579], [-0.291, 7.516, 3.606], [-0.896, 10.121, 1.495], [-0.205, 10.245, 3.118], [-1.878, 9.764, 2.915], [-0.268, 8.164, 0.305], [0.611, 5.888, 0.235], [1.699, 4.162, 3.191], [-0.634, 4.159, 0.658], [-2.141, 3.347, -1.007], [-2.709, 1.483, -2.540], [-1.316, -0.583, -2.527], [1.264, 1.081, 0.235], [0.337, 5.675, 4.497], [-0.527, 7.974, 4.552]], "total_energy_ev": -113165.8787, "spin_multiplicity": 2, "gap_ev": [5.76, 5.72], "total_charge": 2}

---

Entry 2:
{"formula": "C40H49BCrN10S", "method": "wB97M-V/def2-TZVPD", "symbols": ["Cr", "C", "C", "C", "C", "N", "N", "B", "N", "N", "C", "C", "C", "C", "C", "C", "C", "C", "C", "C", "N", "N", "C", "C", "C", "C", "C", "C", "C", "C", "C", "C", "C", "C", "C", "C", "C", "C", "H", "H", "H", "H", "H", "H", "H", "H", "H", "H", "H", "H", "H", "H", "H", "H", "H", "H", "H", "H", "H", "H", "H", "H", "H", "H", "H", "H", "S", "C", "N", "C", "N", "C", "N", "C", "N", "C", "C", "H", "H", "H", "H", "H", "H", "H", "H", "H", "H", "H", "H", "C", "C", "C", "C", "H", "H", "H", "H", "H", "H", "H", "H", "H"], "coordinates": [[-0.294, 0.342, -0.476], [4.488, 2.981, 0.054], [2.999, 2.852, -0.029], [2.079, 3.853, -0.159], [0.821, 3.231, -0.211], [0.988, 1.899, -0.145], [2.326, 1.692, 0.001], [3.027, 0.323, 0.062], [2.640, -0.548, -1.140], [1.361, -0.967, -1.395], [1.469, -1.766, -2.449], [2.793, -1.827, -2.907], [3.510, -1.035, -2.042], [4.979, -0.753, -2.052], [0.411, -2.571, -3.102], [0.058, -3.814, -2.591], [-0.829, -4.634, -3.279], [-1.369, -4.217, -4.487], [-1.020, -2.974, -5.003], [-0.129, -2.157, -4.317], [2.810, -0.476, 1.361], [1.660, -1.121, 1.609], [1.812, -1.695, 2.792], [3.083, -1.401, 3.331], [3.702, -0.639, 2.367], [5.090, -0.072, 2.377], [0.741, -2.495, 3.414], [0.527, -2.454, 4.789], [-0.505, -3.185, 5.366], [-1.339, -3.967, 4.575], [-1.118, -4.029, 3.207], [-0.079, -3.304, 2.638], [-0.441, 4.032, -0.265], [-0.329, 5.414, -0.088], [-1.435, 6.252, -0.111], [-2.704, 5.728, -0.310], [-2.838, 4.358, -0.469], [-1.728, 3.526, -0.443], [4.745, 4.040, 0.055], [4.980, 2.509, -0.800], [4.892, 2.527, 0.960], [2.299, 4.907, -0.224], [4.201, 0.563, 0.014], [3.155, -2.394, -3.753], [5.429, -1.278, -2.894], [5.465, -1.093, -1.135], [5.186, 0.314, -2.159], [0.482, -4.135, -1.646], [-1.098, -5.602, -2.870], [-2.061, -4.856, -5.023], [-1.448, -2.635, -5.939], [0.125, -1.169, -4.687], [3.512, -1.759, 4.257], [5.583, -0.372, 3.301], [5.085, 1.019, 2.329], [5.683, -0.436, 1.536], [1.155, -1.822, 5.406], [-0.668, -3.132, 6.436], [-2.158, -4.517, 5.024], [-1.755, -4.642, 2.576], [0.122, -3.364, 1.577], [0.641, 5.860, 0.085], [-1.299, 7.318, 0.036], [-3.570, 6.378, -0.330], [-3.821, 3.920, -0.615], [-1.861, 2.470, -0.581], [-0.623, 1.144, -2.511], [-2.475, -2.076, 0.025], [-2.440, -0.917, -0.888], [-3.624, -0.067, -0.604], [-4.892, -0.807, -0.691], [-4.833, -1.939, 0.242], [-3.720, -2.852, -0.053], [-3.878, -3.328, -1.432], [-3.911, -2.223, -2.390], [-2.664, -1.442, -2.271], [-5.029, -1.348, -2.048], [-2.372, -1.709, 1.042], [-1.631, -2.721, -0.216], [-3.616, 0.743, -1.335], [-3.549, 0.358, 0.388], [-5.769, -2.497, 0.176], [-4.720, -1.557, 1.260], [-4.808, -3.897, -1.505], [-3.042, -3.984, -1.678], [-2.681, -0.598, -2.946], [-1.830, -2.067, -2.537], [-5.963, -1.912, -2.113], [-5.063, -0.519, -2.758], [-2.349, 1.726, 3.395], [-1.260, 1.925, 2.337], [0.074, 2.186, 3.046], [-1.190, 0.696, 1.405], [-2.363, 2.553, 4.117], [-2.175, 0.790, 3.943], [-3.341, 1.667, 2.932], [-1.527, 2.822, 1.780], [0.340, 1.317, 3.666], [0.012, 3.067, 3.697], [0.890, 2.349, 2.337], [-2.149, 0.190, 1.494], [-0.500, 0.007, 1.904]], "total_energy_ev": -97112.2796, "spin_multiplicity": 2, "gap_ev": [5.94, 6.25], "total_charge": -1}